(1)
Computed, not measured: a structure of composition C38H89F6N6O19S2Sr2, with ωB97M-V/def2-TZVPD.

Highest occupied orbital energy in eV: -7.910
E_LUMO in eV: -6.54
Orbital gap in eV: 1.37

The geometry in ORCA input format:
```
! wB97M-V def2-TZVPD RIJCOSX def2/J DEFGRID3
* xyz 1 1
Sr 13.685 -1.085 20.179
Sr 10.617 8.520 8.503
C 4.734 5.833 7.153
F 4.980 5.951 5.806
F 3.782 4.901 7.234
F 5.853 5.391 7.706
S 4.199 7.470 7.994
O 2.817 7.721 7.587
O 4.374 7.172 9.411
N 5.502 8.582 7.453
S 4.811 9.344 6.246
O 5.749 10.155 5.538
O 4.015 8.525 5.317
C 3.472 10.532 7.104
F 3.809 11.781 6.889
F 2.248 10.403 6.583
F 3.402 10.388 8.431
C 11.420 2.178 13.265
C 11.080 3.433 12.700
C 10.554 4.558 13.724
O 10.346 5.721 13.307
C 10.502 4.254 15.098
C 10.959 3.061 15.541
C 11.478 1.948 14.587
O 12.057 0.827 14.948
O 10.873 2.808 16.852
O 11.221 3.784 11.516
H 11.773 1.466 12.533
H 10.097 4.975 15.793
C 13.109 6.873 22.769
O 12.727 6.089 23.891
H 14.197 6.912 22.700
H 12.815 6.541 21.773
H 12.893 7.933 22.907
H 13.138 5.236 23.733
C 7.443 -2.654 6.866
O 7.045 -4.037 6.933
H 8.090 -2.519 6.000
H 6.604 -1.967 6.749
H 8.069 -2.413 7.725
H 6.298 -4.193 6.350
C 14.689 -2.073 5.840
C 14.589 -1.154 7.049
O 13.474 -0.343 6.826
H 14.857 -1.558 4.895
H 13.788 -2.664 5.674
H 15.561 -2.704 6.015
H 15.497 -0.556 7.123
H 14.510 -1.763 7.950
H 13.208 0.140 7.612
C 6.147 5.916 24.544
C 5.627 5.695 23.137
O 5.639 6.991 22.664
H 5.358 6.498 25.020
H 7.107 6.421 24.655
H 6.171 5.039 25.190
H 4.609 5.306 23.176
H 6.373 5.088 22.624
H 6.446 6.986 22.144
C 18.845 -4.499 10.937
C 18.347 -3.537 12.001
O 17.140 -4.036 12.632
H 19.785 -4.192 10.479
H 18.126 -4.655 10.133
H 19.083 -5.466 11.380
H 18.091 -2.562 11.587
H 19.134 -3.528 12.755
H 16.615 -3.256 12.825
C 5.339 10.325 15.706
C 6.227 11.089 14.691
O 7.585 10.890 15.042
H 5.608 10.492 16.749
H 5.539 9.281 15.465
H 4.277 10.494 15.527
H 5.848 12.094 14.507
H 6.170 10.611 13.713
H 7.723 9.971 14.803
C 11.072 4.844 1.376
C 10.370 4.330 2.653
C 9.995 2.800 2.529
O 9.159 2.698 1.420
C 8.512 1.433 1.318
N 11.216 4.678 3.807
H 10.522 4.608 0.466
H 12.073 4.420 1.293
H 11.219 5.924 1.376
H 9.474 4.941 2.756
H 9.496 2.451 3.433
H 10.919 2.227 2.467
H 7.768 1.404 0.521
H 8.077 1.134 2.271
H 9.246 0.713 0.956
H 12.168 4.510 3.515
H 11.032 3.997 4.530
C 13.606 13.517 12.443
C 13.513 12.311 11.533
C 14.222 11.095 12.061
O 14.268 10.082 11.081
C 15.043 8.929 11.346
N 12.140 11.994 11.277
H 12.674 14.081 12.413
H 14.417 14.194 12.175
H 13.758 13.167 13.464
H 13.973 12.705 10.627
H 13.706 10.685 12.930
H 15.240 11.453 12.216
H 14.907 8.242 10.511
H 14.777 8.376 12.247
H 16.108 9.150 11.408
H 11.713 12.842 10.934
H 11.694 11.837 12.170
C 18.414 4.856 17.433
C 18.059 3.434 16.971
C 19.202 2.914 16.050
O 19.206 3.711 14.849
C 20.198 3.374 13.877
N 17.901 2.589 18.178
H 17.525 5.408 17.736
H 18.803 5.446 16.603
H 19.166 4.864 18.222
H 17.153 3.462 16.367
H 18.984 1.865 15.852
H 20.166 2.934 16.559
H 20.007 3.800 12.892
H 20.273 2.302 13.694
H 21.180 3.746 14.168
H 18.837 2.480 18.541
H 17.597 3.229 18.897
C 8.692 -6.052 19.657
C 9.366 -4.685 20.033
C 8.994 -4.149 21.405
O 9.553 -2.868 21.606
C 8.723 -1.945 22.356
N 10.849 -4.874 19.968
H 7.633 -5.950 19.898
H 9.000 -6.926 20.231
H 8.739 -6.303 18.597
H 9.041 -3.907 19.343
H 9.230 -4.716 22.306
H 7.907 -4.084 21.357
H 9.049 -0.905 22.341
H 8.583 -2.168 23.414
H 7.729 -1.809 21.930
H 10.956 -5.299 19.058
H 11.075 -5.559 20.675
C 2.537 2.421 15.879
C 3.381 1.167 16.159
C 4.213 0.743 14.938
O 4.953 -0.390 15.315
C 5.695 -1.012 14.272
N 4.143 1.314 17.390
H 1.927 2.757 16.717
H 1.787 2.172 15.129
H 3.151 3.247 15.518
H 2.680 0.375 16.424
H 4.958 1.467 14.608
H 3.605 0.567 14.051
H 6.547 -1.614 14.589
H 6.111 -0.309 13.549
H 5.045 -1.686 13.714
H 4.702 2.152 17.331
H 4.798 0.549 17.312
*
```

---

(2)
Computed, not measured: a cluster of 2 separate species, C4H12 in total, with ωB97M-V/def2-TZVPD.

Highest occupied orbital energy in eV: -11.579
E_LUMO in eV: 1.16
ΔE to the lowest compared entry with this formula, charge and spin in kJ/mol: 32.0
Orbital gap in eV: 12.74

The geometry in ORCA input format:
```
! wB97M-V def2-TZVPD RIJCOSX def2/J DEFGRID3
* xyz 0 1
C -1.130 -0.564 1.688
C 0.139 -1.375 1.537
H -1.168 0.221 0.936
H -2.006 -1.207 1.696
H -1.151 -0.128 2.690
H 0.268 -2.104 2.352
H 0.293 -1.893 0.591
H 1.083 -0.845 1.702
C -0.157 1.187 -1.974
C 1.184 0.809 -1.369
H -0.676 1.998 -1.440
H -0.150 1.423 -3.035
H -0.954 0.454 -1.788
H 1.892 1.623 -1.458
H 1.502 -0.143 -1.794
H 1.032 0.543 -0.334
*
```

---

(3)
Computed, not measured: the molecule C2H3NO3, with ωB97M-V/def2-TZVPD.

Highest occupied orbital energy in eV: -10.654
E_LUMO in eV: -0.04
ΔE to the lowest compared entry with this formula, charge and spin in kJ/mol: 497.8
Orbital gap in eV: 10.61

The geometry in ORCA input format:
```
! wB97M-V def2-TZVPD RIJCOSX def2/J DEFGRID3
* xyz 0 1
C -1.526 -0.266 -0.983
C 0.003 0.338 -0.822
N -0.146 1.748 -1.253
O 0.161 2.048 -2.365
O -1.994 -0.910 -0.123
O -0.641 2.458 -0.418
H -1.972 0.240 -1.786
H 0.356 -0.171 -1.662
H 0.232 0.129 0.203
*
```

---

(4)
Computed, not measured: a structure of composition B2H22NiO7, with ωB97M-V/def2-TZVPD.

Highest occupied orbital energy (spin up / spin down) in eV: -14.619 / -14.504
E_LUMO (spin up / spin down) in eV: -3.70 / -9.66
Orbital gap (spin up / spin down) in eV: 10.92 / 4.84

The geometry in ORCA input format:
```
! wB97M-V def2-TZVPD RIJCOSX def2/J DEFGRID3
* xyz 1 4
Ni 15.431 -3.354 10.478
B 14.738 -5.393 11.281
H 14.471 -6.332 11.740
H 15.638 -5.458 10.689
H 13.930 -5.088 10.634
H 14.956 -4.568 11.941
B 15.534 -3.850 8.327
H 15.148 -2.861 8.132
H 14.823 -4.447 8.877
H 15.838 -4.370 7.432
H 16.391 -3.728 8.972
O 14.300 -7.120 9.122
H 13.993 -7.593 9.895
H 14.876 -6.439 9.470
O 15.239 -2.334 12.374
H 14.587 -2.179 13.058
H 16.052 -1.979 12.733
O 16.863 -8.010 11.350
H 16.268 -7.260 11.340
H 17.737 -7.622 11.307
O 13.448 -2.848 10.312
H 12.780 -2.740 10.989
H 12.952 -2.958 9.501
O 11.973 -5.101 8.965
H 12.889 -5.337 9.110
H 11.996 -4.489 8.229
O 17.419 -3.684 11.098
H 17.679 -4.162 11.885
H 18.236 -3.545 10.620
O 14.784 -4.977 14.261
H 14.911 -5.816 14.703
H 14.745 -5.199 13.331
*
```

---

(5)
Computed, not measured: a cluster of 2 separate species, C18H17O4 in total, with ωB97M-V/def2-TZVPD.

Highest occupied orbital energy in eV: -3.549
E_LUMO in eV: 3.23
ΔE to the lowest compared entry with this formula, charge and spin in kJ/mol: 0.0
Orbital gap in eV: 6.78

The geometry in ORCA input format:
```
! wB97M-V def2-TZVPD RIJCOSX def2/J DEFGRID3
* xyz -1 1
C -0.207 1.739 3.933
C -1.420 2.009 3.278
C -1.886 1.136 2.297
C -1.135 0.000 1.942
C -1.575 -0.977 0.886
O -1.102 -2.103 0.781
C 0.080 -0.257 2.602
C 0.553 0.614 3.581
H 0.172 2.430 4.679
H -2.015 2.883 3.560
H -2.816 1.339 1.756
H -2.427 -0.622 0.268
H 0.640 -1.152 2.312
H 1.496 0.389 4.087
C -0.457 -4.998 -2.879
C -1.287 -3.761 -2.612
O -0.400 -2.694 -2.245
C -1.034 -1.516 -1.923
C -0.045 -0.611 -1.371
C -0.318 0.731 -1.033
C 0.847 1.658 -0.809
C 2.176 1.226 -0.724
C 3.204 2.141 -0.489
C 2.909 3.495 -0.282
C 1.578 3.930 -0.346
C 0.558 3.024 -0.609
O -1.465 1.178 -0.805
O -2.236 -1.359 -2.051
H -1.102 -5.823 -3.187
H 0.270 -4.833 -3.681
H 0.085 -5.325 -1.985
H -1.837 -3.447 -3.510
H -1.991 -3.933 -1.786
H 0.968 -1.019 -1.346
H 2.397 0.166 -0.861
H 4.236 1.791 -0.470
H 3.717 4.203 -0.100
H 1.351 4.987 -0.197
H -0.480 3.361 -0.661
*
```

---

(6)
Computed, not measured: the molecule C10H9N3O2, with ωB97M-V/def2-TZVPD.

Highest occupied orbital energy in eV: -8.570
E_LUMO in eV: -0.77
ΔE to the lowest compared entry with this formula, charge and spin in kJ/mol: 542.8
Orbital gap in eV: 7.79

The geometry in ORCA input format:
```
! wB97M-V def2-TZVPD RIJCOSX def2/J DEFGRID3
* xyz 0 1
C -3.310 0.953 0.354
C -2.963 -0.354 0.745
C -2.410 1.771 -0.310
C -1.727 -0.845 0.351
C -1.132 1.309 -0.640
C -0.877 -0.022 -0.388
C 2.295 -1.869 -0.810
C 0.970 -1.568 -0.965
C 3.017 -1.326 0.269
C 1.679 0.369 0.983
N 2.424 -0.610 1.275
N 0.440 -0.403 -0.588
N 2.064 1.424 0.100
O 1.313 2.383 0.147
O 3.037 1.400 -0.624
H -4.424 1.323 0.442
H -3.627 -0.958 1.345
H -2.605 2.861 -0.243
H -1.538 -1.898 0.471
H -0.462 1.886 -1.173
H 2.720 -2.606 -1.378
H 0.328 -2.276 -1.443
H 3.951 -1.739 0.561
H 0.836 0.797 1.520
*
```

---

(7)
Computed, not measured: the molecule C6H6N3O2P3, with ωB97M-V/def2-TZVPD.

Highest occupied orbital energy in eV: -8.074
E_LUMO in eV: -1.46
ΔE to the lowest compared entry with this formula, charge and spin in kJ/mol: 301.6
Orbital gap in eV: 6.61

The geometry in ORCA input format:
```
! wB97M-V def2-TZVPD RIJCOSX def2/J DEFGRID3
* xyz 0 1
C -2.333 0.418 -0.677
C -2.567 -0.338 0.458
C -1.111 0.363 -1.326
C -1.591 -1.192 0.950
C -0.143 -0.499 -0.844
C -0.389 -1.285 0.279
N 2.077 1.914 -0.346
N 1.223 0.952 1.861
N 2.183 -0.771 -0.687
O 1.052 -0.621 -1.510
O 0.606 -2.139 0.733
P 1.216 2.269 0.990
P 3.196 0.811 -0.668
P 2.155 -1.715 0.626
H -3.112 1.059 -1.057
H -3.520 -0.266 0.960
H -0.899 0.961 -2.197
H -1.756 -1.798 1.827
H 0.662 1.007 2.701
H 3.049 0.871 -2.075
*
```

---

(8)
Computed, not measured: a structure of composition C8H11NO, with ωB97M-V/def2-TZVPD.

Highest occupied orbital energy in eV: -7.703
E_LUMO in eV: 0.31
ΔE to the lowest compared entry with this formula, charge and spin in kJ/mol: 910.1
Orbital gap in eV: 8.01

The geometry in ORCA input format:
```
! wB97M-V def2-TZVPD RIJCOSX def2/J DEFGRID3
* xyz 0 1
C 1.342 -0.389 1.259
C 1.102 -0.945 -0.020
C 0.467 -0.046 -0.896
C 0.063 1.313 -0.610
C 0.695 1.811 0.540
C 1.258 0.956 1.453
C -0.888 -1.030 0.017
C -1.443 -1.043 -1.393
H 2.088 -0.980 1.839
H 1.291 -1.916 -0.142
H 0.157 -0.353 -1.817
H -0.381 2.178 -1.162
H 0.791 2.894 0.824
H 1.806 1.453 2.233
H -0.717 0.191 1.634
H -1.464 0.957 0.258
H -0.827 -1.692 -2.014
H -1.489 -0.044 -1.838
H -2.449 -1.469 -1.377
N -0.975 0.171 0.660
O -0.427 -2.017 0.553
*
```

---

E for every record listed, in sequence, given in Ha: -4715.370491, -159.572780, -358.340080, -2097.273691, -997.115502, -701.000666, -1570.976647, -441.100952.
Max |F| for every record listed, in sequence, given in hartree/bohr: 0.1385, 0.0335, 0.0863, 0.1003, 0.0318, 0.0788, 0.0271, 0.1795.